1.
30
Properties=species:S:1:pos:R:3:mulliken_charge:R:1 method="wB97M-V/def2-TZVPD"
C 4.7526 -0.2938 -0.6087 -1.074
C 3.6481 -0.6903 0.4286 -0.662
C 2.3509 0.0092 0.1029 0.710
C 2.2702 1.5150 0.3500 -1.126
C 1.2808 -0.5928 -0.4498 -0.272
S 1.1089 -2.3618 -0.6768 -0.197
H 4.7030 0.7808 -0.8499 0.263
H 5.8011 -0.4535 -0.3256 0.353
H 4.7272 -0.7635 -1.5529 0.329
H 3.5441 -1.7697 0.4904 0.336
H 4.0071 -0.5271 1.4511 0.317
H 2.3320 1.6805 1.4868 0.271
H 3.1036 2.0510 0.0132 0.353
H 1.4109 1.8058 -0.2714 0.298
H 0.3245 -0.0965 -0.5949 0.055
H -0.0912 -2.3304 -1.0872 0.055
C -2.3930 2.0138 -0.3399 -1.130
C -2.8800 0.6504 0.1102 0.583
C -3.8137 0.4346 1.0220 -0.816
C -4.2126 -1.0593 0.9464 -0.435
C -3.3823 -1.6329 -0.1514 -0.824
C -2.6210 -0.6210 -0.6584 -0.657
H -2.4235 2.0429 -1.3641 0.367
H -1.3258 2.2063 0.1147 0.153
H -3.0455 2.9365 -0.0104 0.309
H -4.3020 1.1236 1.6010 0.531
H -5.3317 -1.2928 0.8164 0.305
H -4.0541 -1.4300 1.9435 0.283
H -3.5055 -2.5841 -0.4838 0.515
H -1.9830 -0.7514 -1.4521 0.803


2.
43
Properties=species:S:1:pos:R:3:mulliken_charge:R:1 method="wB97M-V/def2-TZVPD" smiles="O=C(O)CCC[C@]1(P(=O)(O)O)COC(=O)O1.ClCCCl.ClCCCl"
O 1.7455 1.2266 2.0735 -0.505
C 1.4766 1.1628 0.9375 0.140
O 2.4926 1.0821 0.0207 -0.315
C 0.0313 1.1112 0.4375 -0.073
C -0.6021 -0.2162 0.9609 -0.540
C -1.9753 -0.0520 1.6320 -1.627
C -3.1492 0.0896 0.6092 1.496
P -4.0143 1.7319 0.5551 0.649
O -4.6611 1.9826 -0.7287 -0.678
O -2.9544 2.9105 0.8912 -0.499
O -5.1419 1.8384 1.7280 -0.552
C -4.3072 -0.8596 1.0559 -0.795
O -4.2061 -1.9849 0.1774 -0.369
C -3.2438 -1.6830 -0.7502 0.455
O -2.8183 -2.5025 -1.4409 -0.452
O -2.9197 -0.3598 -0.7134 -0.433
H 3.0152 1.9004 0.0078 0.222
H 0.0878 1.0404 -0.6550 0.281
H -0.4623 2.0206 0.7916 0.255
H -0.6586 -0.9605 0.1466 0.027
H 0.0841 -0.6283 1.7072 0.830
H -2.0293 0.8078 2.3140 0.410
H -2.1921 -0.9642 2.2039 0.481
H -3.4246 3.7098 0.5948 0.335
H -5.9696 1.6827 1.2420 0.362
H -5.3246 -0.4930 0.8425 0.426
H -4.3156 -1.0697 2.1301 0.406
Cl 0.9748 -2.4013 -0.0584 -0.137
C 0.0871 -3.7910 -0.7458 -0.424
C 1.0051 -4.9346 -1.0999 -0.510
Cl 2.0636 -4.5445 -2.4787 -0.191
H -0.4684 -3.4393 -1.6118 0.314
H -0.6289 -4.1138 0.0094 0.321
H 0.4140 -5.8027 -1.3896 0.356
H 1.6367 -5.2148 -0.2595 0.324
Cl 4.3915 3.5492 -1.0385 -0.254
C 5.6718 2.3146 -1.2018 -0.399
C 7.0259 2.9309 -1.4498 -0.497
Cl 7.1337 3.6909 -3.0573 -0.181
H 5.3859 1.6384 -2.0043 0.344
H 5.6889 1.7506 -0.2697 0.348
H 7.7923 2.1579 -1.4120 0.325
H 7.2635 3.6860 -0.7036 0.324


The records above yield total energy values of -22531.3353, -87475.9375 eV, respectively.
The records above yield max |F| values of 4.41, 3.36 eV/Å, respectively.